No. 1
Computed, not measured: a molecular structure, C18H54HgO10, with wB97M-V/def2-TZVPD.

Results
orbital gap: 7.37 eV
total charge: 0
largest force on an atom: 2.12 eV/Å

```
83
C18H54HgO10, DFT wB97M-V/def2-TZVPD
Hg 0.232 0.222 3.246
C -0.052 -0.043 -1.505
C -0.037 -0.493 -0.060
O -0.344 0.453 0.909
H 0.715 0.716 -1.655
H -1.078 0.290 -1.681
H 0.096 -0.897 -2.168
H 0.960 -0.957 0.081
H -0.641 -1.407 0.074
O 2.064 -0.867 3.086
H 2.434 -0.490 2.277
C -3.864 1.170 -0.953
C -3.234 2.528 -0.541
O -2.450 2.321 0.611
H -4.688 1.273 -1.662
H -4.196 0.635 -0.066
H -3.119 0.575 -1.482
H -4.037 3.191 -0.220
H -2.758 3.017 -1.394
H -1.647 1.757 0.610
C 2.642 -3.083 -1.934
C 3.754 -2.352 -1.182
O 4.878 -2.271 -2.054
H 1.766 -3.047 -1.282
H 2.978 -4.110 -2.059
H 2.420 -2.559 -2.861
H 4.092 -2.933 -0.318
H 3.359 -1.410 -0.788
H 5.456 -1.573 -1.729
C -1.921 -1.248 -5.086
C -1.286 0.112 -5.404
O -1.534 0.449 -6.766
H -2.977 -1.233 -5.342
H -1.824 -1.282 -3.996
H -1.280 -1.999 -5.539
H -0.212 0.053 -5.209
H -1.682 0.948 -4.819
H -0.704 0.576 -7.229
C -2.649 -3.259 2.824
C -2.515 -2.078 3.771
O -1.109 -1.778 3.912
H -3.666 -3.426 2.454
H -2.440 -4.212 3.314
H -2.066 -3.139 1.913
H -2.987 -2.260 4.737
H -3.002 -1.201 3.350
H -0.818 -2.269 4.688
C 0.765 -4.339 1.989
C 2.172 -3.871 1.793
O 2.860 -4.124 3.017
H 0.090 -4.196 1.138
H 0.255 -3.778 2.773
H 0.716 -5.401 2.239
H 2.230 -2.794 1.638
H 2.611 -4.322 0.898
H 3.176 -5.032 3.011
C -3.834 1.228 4.816
C -2.705 1.980 4.130
O -1.929 1.129 3.283
H -4.509 1.864 5.385
H -3.475 0.406 5.442
H -4.433 0.655 4.101
H -1.964 2.476 4.756
H -3.137 2.764 3.502
H -2.409 0.926 2.465
C 4.128 1.512 -1.948
C 4.153 2.905 -2.572
O 3.994 3.856 -1.519
H 5.003 1.358 -1.314
H 3.960 0.700 -2.658
H 3.306 1.418 -1.230
H 3.365 3.078 -3.308
H 5.117 3.009 -3.070
H 3.231 3.579 -0.999
C 1.019 5.494 -0.389
C 0.302 4.159 -0.221
O 1.182 3.105 -0.574
H 1.465 5.683 0.589
H 0.273 6.275 -0.547
H 1.777 5.573 -1.164
H -0.618 4.101 -0.812
H 0.028 3.966 0.821
H 0.808 2.245 -0.334
```

***

No. 2
Computed, not measured: a molecular structure, C11H10ClNOV, with wB97M-V/def2-TZVPD.

Results
orbital gap (spin up / spin down): 6.86 / 7.43 eV
total charge: 0
⟨S²⟩: 0.83
spin multiplicity: 2
largest force on an atom: 3.34 eV/Å
energy above the lowest of the compared OMol25 structures with the same formula, charge and spin: 131.5 kJ/mol

```
25
C11H10ClNOV, DFT wB97M-V/def2-TZVPD
C -0.831 0.264 1.499
C -2.175 0.101 1.011
C -2.391 1.134 0.030
H -2.961 -0.630 1.331
C -1.154 1.746 -0.278
C -0.219 1.313 0.722
H 0.685 1.865 0.953
H -0.405 -0.240 2.364
H -3.300 1.437 -0.453
H -1.029 2.558 -1.008
V -1.137 -0.518 -0.785
Cl -0.373 -2.193 0.590
C -1.744 -1.793 -2.356
C -2.063 -0.504 -2.925
C -3.215 -0.003 -2.274
H -1.657 -0.112 -3.854
C -3.576 -0.915 -1.235
C -2.680 -2.020 -1.275
H -2.804 -2.949 -0.725
H -1.068 -2.518 -2.773
H -3.797 0.856 -2.599
H -4.486 -0.870 -0.632
O 2.945 -0.070 0.322
C 1.936 -0.174 -0.290
N 0.893 -0.180 -0.915
```

***

No. 3
Computed, not measured: C3H4N2S in the gas phase, with wB97M-V/def2-TZVPD.

Results
orbital gap: 9.63 eV
total charge: 0
SMILES: SC1C=NN=C1
largest force on an atom: 3.02 eV/Å
energy above the lowest of the compared OMol25 structures with the same formula, charge and spin: 255.0 kJ/mol

```
10
C3H4N2S, DFT wB97M-V/def2-TZVPD
S -2.193 -0.018 -0.144
C -0.442 -0.072 0.380
C 0.577 -1.107 -0.019
N 1.756 -0.575 -0.179
N 1.545 0.778 -0.298
C 0.373 1.077 0.115
H -1.698 -0.054 -1.418
H -0.485 -0.020 1.464
H 0.499 -2.131 0.030
H 0.066 2.122 0.070
```

***

No. 4
Computed, not measured: C6H7N in the gas phase, with wB97M-V/def2-TZVPD.

Results
orbital gap: 9.99 eV
total charge: 0
SMILES: C1[C@@H]2[C@H]3[C@@H]2N2[C@H]3[C@H]12
largest force on an atom: 3.05 eV/Å
energy above the lowest of the compared OMol25 structures with the same formula, charge and spin: 400.4 kJ/mol

```
14
C6H7N, DFT wB97M-V/def2-TZVPD
C 0.392 1.042 -0.815
C 1.081 0.204 0.306
C 0.487 -1.192 0.429
C 0.064 -0.092 1.376
N -1.278 0.070 0.692
C -0.863 -0.990 -0.265
C -0.939 0.417 -0.703
H 0.857 0.953 -1.816
H 0.414 2.119 -0.561
H 1.987 0.707 0.069
H 0.930 -2.175 0.620
H 0.060 -0.013 2.466
H -1.545 -1.765 -0.589
H -1.756 0.770 -1.308
```

***

No. 5
Computed, not measured: a molecular structure, C51H55N5O3P3Re, with wB97M-V/def2-TZVPD.

Results
orbital gap (spin up / spin down): 6.55 / 5.35 eV
total charge: +3
⟨S²⟩: 3.78
spin multiplicity: 4
largest force on an atom: 3.69 eV/Å
energy above the lowest of the compared OMol25 structures with the same formula, charge and spin: 0.0 kJ/mol

```
118
C51H55N5O3P3Re, DFT wB97M-V/def2-TZVPD
Re 0.001 0.052 -1.170
N 0.340 -4.128 -1.454
C -0.354 -3.193 -0.811
N -0.138 -2.019 -1.437
C 0.667 -2.325 -2.473
N 0.984 -3.578 -2.500
C 1.005 -1.351 -3.438
C 1.550 -1.689 -4.646
N 1.734 -0.737 -5.578
C 1.247 0.485 -5.355
C 0.691 0.830 -4.150
N 0.632 -0.063 -3.159
H 0.499 -5.089 -1.162
H -1.040 -3.332 0.031
H 1.874 -2.674 -4.952
H 1.363 1.215 -6.151
H 0.320 1.877 -3.990
O -1.021 -0.400 0.674
P -0.940 -0.796 2.154
C 0.765 -0.528 2.732
P 2.034 -1.134 1.578
O 1.642 -0.890 0.049
C 2.350 -2.848 1.980
C 2.327 -3.294 3.331
C 2.802 -4.554 3.700
C 3.347 -5.389 2.720
C 3.350 -4.972 1.407
C 2.870 -3.708 1.011
C 3.504 -0.247 2.122
C 3.415 0.866 3.006
C 4.610 1.404 3.509
C 5.849 0.907 3.122
C 5.924 -0.173 2.201
C 4.772 -0.711 1.701
C -1.466 -2.433 2.610
C -2.409 -3.110 1.768
C -2.908 -4.346 2.185
C -2.531 -4.874 3.444
C -1.612 -4.212 4.244
C -1.077 -2.972 3.830
C -1.917 0.338 3.125
C -3.106 0.880 2.638
C -3.914 1.731 3.428
C -3.490 2.121 4.695
C -2.333 1.537 5.216
C -1.575 0.629 4.459
H 0.918 -0.927 3.741
H 0.935 0.564 2.847
H 2.004 -2.586 4.121
H 2.712 -4.902 4.722
H 3.691 -6.391 2.968
H 3.740 -5.618 0.641
H 2.807 -3.452 -0.046
H 2.455 1.282 3.345
H 4.506 2.261 4.144
H 6.772 1.417 3.454
H 6.861 -0.628 1.922
H 4.822 -1.538 1.023
H -2.778 -2.661 0.847
H -3.625 -4.925 1.530
H -2.996 -5.779 3.776
H -1.306 -4.731 5.171
H -0.382 -2.434 4.488
H -3.437 0.648 1.614
H -4.917 2.051 3.102
H -4.064 2.856 5.294
H -1.980 1.825 6.205
H -0.687 0.229 4.908
C 3.278 0.914 -1.366
P 1.667 1.815 -1.100
C 2.032 2.812 0.427
C 2.040 3.223 -2.255
C 1.621 4.492 -1.920
C 1.984 5.572 -2.744
C 2.696 5.363 -3.925
C 2.964 4.056 -4.323
C 2.771 2.992 -3.423
H 3.322 0.366 -2.350
H 3.480 0.200 -0.584
H 4.143 1.600 -1.346
H 2.965 3.378 0.275
H 2.083 2.193 1.330
H 1.221 3.544 0.576
H 1.051 4.636 -1.026
H 1.769 6.582 -2.400
H 3.095 6.193 -4.516
H 3.407 3.827 -5.302
H 3.198 2.002 -3.657
C -1.746 3.781 0.236
C -2.530 3.562 -1.092
C -1.756 3.844 -2.410
C -3.400 2.269 -1.168
C -4.703 2.410 -0.662
C -5.674 1.485 -0.977
C -5.288 0.386 -1.729
C -3.964 0.130 -2.124
C -3.748 -1.081 -3.055
C -3.815 -2.449 -2.318
C -2.655 -1.087 -4.158
C -2.959 0.996 -1.650
O -1.677 0.685 -1.689
H -1.141 4.696 0.168
H -1.123 2.933 0.544
H -2.478 3.927 1.038
H -3.304 4.319 -1.059
H -1.031 3.063 -2.653
H -1.233 4.770 -2.258
H -2.424 3.990 -3.279
H -4.889 3.246 0.019
H -6.669 1.685 -0.629
H -6.037 -0.313 -2.092
H -4.684 -1.078 -3.618
H -2.912 -2.555 -1.727
H -3.827 -3.256 -3.050
H -4.693 -2.526 -1.672
H -1.742 -1.597 -3.812
H -2.373 -0.044 -4.501
H -3.003 -1.617 -5.053
```

***

No. 6
Computed, not measured: a molecular structure, C30H85InN5NaO14S, with wB97M-V/def2-TZVPD.

Results
orbital gap: 2.69 eV
total charge: +2
largest force on an atom: 3.94 eV/Å
energy above the lowest of the compared OMol25 structures with the same formula, charge and spin: 264.3 kJ/mol

```
137
C30H85InN5NaO14S, DFT wB97M-V/def2-TZVPD
In -1.773 0.211 -3.046
Na 1.353 -2.965 -1.886
S 0.927 0.154 -0.542
O -0.112 1.134 -0.861
O 0.451 -0.948 -1.350
O 2.203 0.637 -0.997
O 0.916 -0.164 0.914
C 1.227 -0.230 -5.688
C 1.951 -0.020 -4.344
C 3.399 0.464 -4.415
O 4.273 -0.553 -4.981
C 5.567 -0.097 -4.786
N 1.158 1.051 -3.703
H 0.933 0.728 -6.117
H 0.412 -0.953 -5.652
H 1.912 -0.793 -6.323
H 1.902 -0.890 -3.690
H 3.747 0.663 -3.402
H 3.316 1.407 -4.956
H 6.289 -0.813 -5.180
H 5.768 0.132 -3.739
H 5.669 0.844 -5.326
H 1.305 1.933 -4.174
H 1.589 1.282 -2.819
C -2.628 -4.082 -0.484
C -3.253 -2.680 -0.599
C -4.422 -2.325 0.337
O -5.180 -1.268 -0.147
C -6.276 -0.894 0.631
N -2.228 -1.708 -0.512
H -3.318 -4.903 -0.682
H -2.347 -4.192 0.563
H -1.797 -4.122 -1.188
H -3.658 -2.652 -1.611
H -4.120 -2.096 1.359
H -5.086 -3.158 0.567
H -6.826 -0.091 0.142
H -5.986 -0.566 1.630
H -6.978 -1.714 0.785
H -1.406 -2.157 -0.889
H -2.038 -1.480 0.453
C -4.662 2.892 0.770
C -4.344 2.186 -0.515
C -4.418 3.112 -1.704
O -4.413 2.353 -2.950
C -4.942 3.110 -4.011
N -3.126 1.424 -0.458
H -5.636 3.372 0.871
H -3.975 3.738 0.790
H -4.442 2.206 1.587
H -5.091 1.396 -0.585
H -3.593 3.821 -1.775
H -5.251 3.810 -1.617
H -5.968 3.352 -3.735
H -5.036 2.339 -4.775
H -4.495 4.034 -4.378
H -2.418 1.909 0.075
H -3.269 0.611 0.124
C -1.177 -1.030 4.041
C -2.317 -0.964 2.986
C -3.491 -0.253 3.663
O -4.163 -1.144 4.576
C -3.917 -1.086 6.020
N -1.724 -0.211 1.913
H -0.208 -1.285 3.612
H -1.389 -1.769 4.813
H -1.041 -0.066 4.532
H -2.555 -1.973 2.650
H -4.332 -0.085 2.990
H -3.210 0.728 4.046
H -2.885 -0.793 6.212
H -4.230 -2.045 6.433
H -4.588 -0.367 6.491
H -0.816 -0.616 1.735
H -1.417 0.705 2.206
C 2.809 -4.126 2.428
C 2.208 -4.098 1.028
C 1.877 -5.486 0.382
O 1.710 -5.356 -1.028
C 1.072 -6.365 -1.840
N 1.016 -3.241 0.945
H 3.776 -4.605 2.278
H 2.229 -4.687 3.161
H 2.801 -3.161 2.936
H 2.985 -3.787 0.330
H 0.922 -5.892 0.717
H 2.572 -6.297 0.600
H 1.454 -7.378 -1.714
H 1.291 -6.118 -2.879
H 0.002 -6.165 -1.783
H 1.128 -2.290 1.265
H 0.288 -3.668 1.499
C 0.061 5.124 -1.503
C -0.189 4.396 -2.800
O -0.724 3.148 -2.435
H 0.641 4.559 -0.773
H -0.893 5.364 -1.033
H 0.468 6.122 -1.667
H 0.811 4.254 -3.209
H -0.831 5.006 -3.436
H -0.058 2.760 -1.863
C -0.950 3.485 3.487
C -0.239 2.752 2.385
O -1.106 2.474 1.320
H -1.770 4.090 3.100
H -0.303 4.031 4.174
H -1.486 2.783 4.127
H 0.217 1.806 2.676
H 0.545 3.317 1.880
H -0.612 1.892 0.737
C 3.495 1.481 2.963
C 2.571 0.588 3.853
O 2.265 -0.647 3.134
H 4.391 0.876 2.831
H 3.713 2.390 3.524
H 3.059 1.543 1.965
H 1.625 1.066 4.107
H 3.014 0.322 4.812
H 1.872 -0.319 2.322
C 4.826 2.493 -0.959
C 3.843 3.616 -0.932
O 2.685 3.088 -1.525
H 5.753 2.893 -0.548
H 5.103 2.094 -1.935
H 4.506 1.617 -0.395
H 4.159 4.546 -1.404
H 3.598 3.672 0.129
H 2.559 2.187 -1.219
C 5.744 -2.135 0.894
C 4.515 -1.226 0.700
O 4.326 -0.982 -0.680
H 5.789 -3.165 0.541
H 5.843 -2.284 1.969
H 6.673 -1.580 0.767
H 4.829 -0.293 1.168
H 3.637 -1.648 1.188
H 3.586 -0.370 -0.686
```

***

No. 7
Computed, not measured: 2 unconnected molecules or ions with the total composition C4H7FOS, with wB97M-V/def2-TZVPD.

Results
orbital gap: 10.26 eV
total charge: 0
largest force on an atom: 5.01 eV/Å
energy above the lowest of the compared OMol25 structures with the same formula, charge and spin: 331.5 kJ/mol

```
14
C4H7FOS, DFT wB97M-V/def2-TZVPD
C 0.868 1.446 0.987
C 0.383 0.254 0.834
C 0.615 -1.083 1.285
C -1.152 0.095 -0.673
O 0.722 0.366 -2.560
F -1.565 -0.593 -3.138
S -0.216 -0.620 -2.107
H 0.588 2.340 0.507
H 1.510 1.813 1.800
H 1.003 -1.031 2.253
H 1.140 -1.663 0.649
H -0.389 -1.501 1.381
H -1.824 0.949 -0.933
H -1.683 -0.772 -0.285
```

***

No. 8
Computed, not measured: a molecular structure, C21H42CuIN5O2PS2, with wB97M-V/def2-TZVPD.

Results
orbital gap (spin up / spin down): 8.60 / 7.71 eV
total charge: +1
⟨S²⟩: 0.76
spin multiplicity: 2
largest force on an atom: 0.30 eV/Å
energy above the lowest of the compared OMol25 structures with the same formula, charge and spin: 23.7 kJ/mol

```
75
C21H42CuIN5O2PS2, DFT wB97M-V/def2-TZVPD
Cu 0.434 -0.413 0.702
C -1.954 0.998 2.185
C -0.638 1.747 2.362
N 0.280 1.527 1.225
C 1.646 2.037 1.475
C 2.656 1.257 0.648
N 2.485 -0.187 0.885
C 3.284 -1.049 -0.015
C 2.690 -2.442 -0.176
C 1.430 -2.471 -1.052
N 0.272 -1.859 -0.430
C -0.737 -2.802 0.015
C -1.759 -2.049 0.836
N -1.050 -1.319 1.911
C -1.929 -0.433 2.702
H -2.234 1.008 1.127
H -2.743 1.536 2.713
H -0.134 1.399 3.267
H -0.819 2.819 2.489
H -0.133 1.997 0.409
H 1.858 1.925 2.541
H 1.721 3.100 1.239
H 3.670 1.606 0.869
H 2.468 1.438 -0.413
H 2.744 -0.398 1.845
H 4.314 -1.109 0.350
H 3.317 -0.557 -0.990
H 2.476 -2.875 0.807
H 3.450 -3.078 -0.637
H 1.209 -3.507 -1.329
H 1.658 -1.942 -1.986
H 0.010 -0.123 -1.895
H -0.290 -3.616 0.611
H -1.231 -3.267 -0.846
H -2.526 -2.715 1.241
H -2.242 -1.314 0.189
H -0.636 -2.007 2.532
H -1.571 -0.433 3.733
H -2.945 -0.840 2.717
I 1.011 4.088 -1.811
C -1.032 3.625 -1.949
C -1.795 4.291 -2.895
C -3.138 3.961 -2.980
C -3.644 2.979 -2.142
C -2.787 2.381 -1.236
N -1.495 2.706 -1.122
H -1.354 5.042 -3.535
H -3.776 4.461 -3.696
H -4.680 2.674 -2.189
H -3.148 1.601 -0.579
C -1.347 2.028 -6.191
C -2.272 1.179 -5.348
C -3.662 1.027 -5.920
O -1.676 -0.155 -5.262
P -1.422 -0.809 -3.838
S -2.904 -0.856 -2.612
S 0.186 0.355 -3.147
O -0.892 -2.245 -4.183
C -0.140 -2.732 -5.343
C 1.025 -1.835 -5.706
C -1.092 -2.983 -6.493
H -1.759 3.033 -6.295
H -1.239 1.598 -7.187
H -0.362 2.106 -5.730
H -2.328 1.580 -4.334
H -3.616 0.583 -6.916
H -4.140 2.005 -6.002
H -4.270 0.391 -5.278
H 0.243 -3.684 -4.975
H 0.682 -0.867 -6.075
H 1.595 -2.316 -6.501
H 1.687 -1.676 -4.855
H -1.469 -2.046 -6.898
H -1.933 -3.593 -6.165
H -0.566 -3.519 -7.284
```